Entry 1:
This record from the OMol25 dataset describes one molecule with the formula C9H11N3. The level of theory is ωB97M-V/def2-TZVPD.

Structure (XYZ):
```
23
Properties=species:S:1:pos:R:3:nbo_charge:R:1
C -1.67917 1.95018 -0.34218 -0.2123
C 2.79785 0.96564 0.42588 0.0970
N -0.53242 -1.33103 -0.24062 -0.2349
C 0.55541 1.22454 0.13267 0.1287
H -0.15092 3.28641 0.43958 0.2306
H -3.28623 0.50342 -0.63239 0.2129
H -0.15730 -0.04767 -1.73821 0.2671
H 0.40176 -1.56446 1.59413 0.3154
N 0.10895 -2.08025 0.70452 -0.6475
C 0.41040 -0.15717 -0.71668 -0.1804
H 3.66576 1.12298 1.04272 0.1786
H -2.45239 -1.26697 0.54273 0.2096
H 1.94742 -1.34213 -1.74774 0.2106
C 1.78349 -0.60567 -1.04957 -0.1141
C -0.34057 2.28330 0.14705 -0.1957
H -0.71544 -2.63720 1.02267 0.3473
H -2.32596 2.75582 -0.54209 0.2061
C 2.91509 -0.08805 -0.57069 -0.2828
C -1.64467 -0.52754 0.36536 -0.3178
H 3.88462 -0.45331 -0.87135 0.2226
N 1.73669 1.64462 0.68416 -0.4320
C -2.24412 0.66606 -0.31660 -0.1999
H -1.22905 0.00844 1.35916 0.1910
```

The calculation puts the energy above the lowest of the compared OMol25 structures with the same formula, charge and spin at 509.0 kJ/mol. The calculation puts the LUMO energy at -0.258 eV. The gap between HOMO and LUMO is 7.7792 eV. The calculation puts the max |F| at 0.1029 Eh/bohr. The highest occupied orbital energy comes out at -8.04 eV. Its SMILES is NN1CC=CC=C2N=CC=C[C@H]21.

=====

Entry 2:
This record from the OMol25 dataset describes an isolated ion of composition C4H10NO3 and charge +1. The level of theory is ωB97M-V/def2-TZVPD.

Structure (XYZ):
```
18
Properties=species:S:1:pos:R:3:nbo_charge:R:1
H 1.01023 -1.67162 1.16051 0.2629
H -0.25090 1.96981 -0.32907 0.2594
H 2.79699 1.54674 0.43679 0.5227
O 1.91288 -0.32254 -0.94450 -0.6985
H -0.12140 -0.25958 1.78802 0.2338
C 1.12632 0.23641 0.01029 0.5494
C 0.31809 -0.83554 0.86124 -0.2948
H -1.81253 1.03147 0.96725 0.4849
O -2.37870 0.65267 0.33612 -0.6281
H 2.77884 -0.45558 -0.54968 0.4914
C -1.63949 0.13074 -0.61487 0.3353
H -1.61763 -1.78688 0.63798 0.4451
N -0.88144 -1.25236 0.08464 -0.6026
H -0.68584 -1.92878 -0.64207 0.4283
O 1.87216 1.23970 0.76484 -0.7481
H -2.29570 -0.21030 -1.35641 0.2218
H 0.04914 1.00282 -1.83316 0.2613
C -0.18099 0.91281 -0.77794 -0.5242
```

The calculation puts the energy above the lowest of the compared OMol25 structures with the same formula, charge and spin at 231.4 kJ/mol. The calculation puts the LUMO energy at -3.197 eV. The gap between HOMO and LUMO is 11.3691 eV. The calculation puts the max |F| at 0.1135 Eh/bohr. The highest occupied orbital energy comes out at -14.57 eV. Its total charge is +1. Its SMILES is O[C@H]1CC(O)(O)C[NH2+]1.

=====

Entry 3:
This record from the OMol25 dataset describes C5H12N2O as an isolated structure. The level of theory is ωB97M-V/def2-TZVPD.

Structure (XYZ):
```
20
Properties=species:S:1:pos:R:3:nbo_charge:R:1
C 1.48850 -0.49438 -0.17576 0.2890
H 1.27226 2.12705 -1.12547 0.2202
H 2.29942 -2.27981 -0.09625 0.3648
N -0.97815 -1.67550 -0.23247 -0.6988
H 1.26313 0.42903 1.92217 0.4407
N 1.53096 -1.78322 -0.53275 -0.8919
C 0.37946 1.76530 -0.61458 -0.6056
H -2.71391 -0.23109 1.04588 0.2223
H -1.49109 1.01128 1.37049 0.2578
C 0.28334 0.25357 -0.76862 -0.3534
H 0.23770 0.00597 -1.83610 0.2389
C -0.91477 -0.39516 -0.10263 0.5223
H 2.40466 0.09690 -0.10776 0.1741
O 0.90071 -0.37329 1.52731 -0.9519
C -1.95823 0.40977 0.59335 -0.6915
H -0.48110 2.26958 -1.05479 0.2097
H -2.44133 1.08813 -0.11397 0.2343
H 0.19417 -2.11295 -0.38258 0.4316
H -1.72471 -2.16114 0.25035 0.3767
H 0.44898 2.04996 0.43419 0.2108
```

The calculation puts the energy above the lowest of the compared OMol25 structures with the same formula, charge and spin at 291.6 kJ/mol. The calculation puts the LUMO energy at 0.911 eV. The gap between HOMO and LUMO is 9.1369 eV. The calculation puts the max |F| at 0.0268 Eh/bohr. The highest occupied orbital energy comes out at -8.23 eV.